# 1
11
Properties=species:S:1:pos:R:3:forces:R:3:mulliken_charge:R:1 method="wB97M-V/def2-TZVPD" largest_force_ev_per_a=5.41 charge=-1 orbital_gap_ha=0.2777
C 1.09567 0.92902 -0.86562 -1.6841 1.5698 0.8794 0.635
N 0.59864 -1.30025 1.77307 0.0928 -0.2319 -0.8305 -0.799
N -0.22165 -0.49779 1.24935 3.0487 -2.0119 -0.6407 0.436
N -0.32680 0.18143 -0.76367 -0.6036 -0.6706 -1.7432 0.434
N -1.46460 0.67316 -0.88099 3.2388 4.3162 0.3391 -0.817
O 1.91179 0.08050 -0.74083 2.5601 -2.6458 -0.2622 -0.615
O 1.04827 2.12746 -0.91436 -0.4836 0.9726 -0.5008 -0.626
S -1.46897 0.15639 1.82981 -3.3628 1.7289 1.9470 -0.413
H 1.21411 -1.61861 0.98283 -0.1892 0.6394 0.6704 0.223
H -0.19511 -0.81341 -0.86654 0.1959 -0.3618 0.0174 0.335
H -2.19135 0.08209 -0.80306 -2.8131 -3.3050 0.1242 0.207

# 2
9
Properties=species:S:1:pos:R:3:forces:R:3:mulliken_charge:R:1 method="wB97M-V/def2-TZVPD" largest_force_ev_per_a=2.24 charge=-1 orbital_gap_ha=0.3428
C 1.84082 0.87127 0.08350 0.6646 -0.0455 0.0903 0.135
N -2.71869 0.65372 -0.00640 -2.1806 -0.0491 0.5045 0.709
N -1.62853 0.80830 -0.38105 1.5520 0.4968 -0.9870 -0.345
N 2.89486 1.33772 0.08019 0.3502 0.1870 0.0506 -0.533
N -3.82272 0.56698 0.25143 -0.4722 -0.2057 0.4142 -0.720
Si 0.05823 0.23284 -0.04028 -0.0294 -0.3326 -0.0191 0.307
H 0.14415 -1.23959 0.11457 0.0560 -0.2533 0.0688 -0.192
H 0.20999 0.30616 -1.56121 0.1423 0.1179 0.1843 -0.181
H -0.13112 0.60969 1.44510 -0.0828 0.0846 -0.3066 -0.181

# 3
10
Properties=species:S:1:pos:R:3:forces:R:3:mulliken_charge:R:1 method="wB97M-V/def2-TZVPD" largest_force_ev_per_a=4.90 orbital_gap_ha=0.3415
C 1.80327 0.43501 0.21795 -1.3665 0.8775 1.7505 0.403
N -3.40087 -1.52740 -0.46823 0.8008 1.3290 -0.0867 -0.392
N 1.17515 1.39073 0.34114 0.0881 0.6414 -0.2724 -0.513
N -2.79852 -0.59252 -0.19232 -2.2592 -3.6597 -1.8313 0.698
N -2.25492 0.27610 0.40429 2.7844 3.3765 2.2104 -0.316
N 2.27858 -0.77983 0.14288 3.2801 -2.7145 -0.7477 -0.503
O -1.70632 1.30501 -0.41498 -1.4631 -0.2170 -1.2372 -0.405
H 2.81770 -0.78507 -0.73429 -0.2920 -0.7231 0.3236 0.277
H 2.89527 -1.29589 0.86992 -1.7935 1.9264 -1.0982 0.302
H -0.80932 1.57388 -0.16636 0.2209 -0.8364 0.9889 0.448

# 4
11
Properties=species:S:1:pos:R:3:forces:R:3:mulliken_charge:R:1 method="wB97M-V/def2-TZVPD" largest_force_ev_per_a=6.08 orbital_gap_ha=0.3557
C -0.21063 -0.54859 -0.07473 3.4237 2.8659 0.6207 0.486
H 0.23724 1.94133 0.91545 3.3209 1.1482 -2.2822 0.341
H 1.96327 1.54510 0.29655 -2.8969 1.6083 -0.3545 0.304
H -1.29457 -2.11323 2.23323 0.2849 0.9458 -3.0561 0.350
N 0.96664 1.98865 -0.01707 -1.4337 -4.2052 4.1549 -0.620
N 0.29340 0.78021 -0.51876 -0.2335 -2.1585 -2.9285 0.512
N 0.17240 0.69160 -1.83905 -0.9782 -0.6963 -1.0746 -0.256
N -0.29720 -0.41717 -2.22545 1.6198 2.0675 -1.4310 -0.142
N -0.25420 -0.69823 1.17310 -3.0328 -2.5329 0.3909 -0.386
O -0.30643 -1.32459 -1.16626 -1.3574 1.0959 2.2627 -0.133
O -1.26993 -1.84509 1.22298 1.2833 -0.1387 3.6975 -0.456

The ΔE to the lowest compared entry with this formula, charge and spin results, record by record, are as follows: 43.9; 20.6; 67.4; 76.2 kcal per mole.